Below is C48H122F6N10O14Zn as an isolated structure in a non-equilibrium geometry, with properties calculated with wB97M-V/def2-TZVPD.

Structure (XYZ):
```
201
Properties=species:S:1:pos:R:3:mulliken_charge:R:1
Zn -12.4375 24.6330 11.1036 -0.5761
C -12.2317 27.2034 10.0973 0.1559
O -11.3459 26.3565 9.3725 0.3474
O -12.9490 26.4677 10.9375 -0.7434
C -11.4546 28.3397 10.7923 0.6858
F -12.1552 28.9191 11.7490 -0.2805
F -10.3046 27.8858 11.3556 -0.2540
F -11.0775 29.2983 9.9355 -0.2861
C -10.7564 26.8543 8.2010 -0.7560
C -9.9773 25.7469 7.5118 -0.4638
H -9.1427 25.4013 8.1215 -0.1668
H -10.6144 24.8893 7.2989 -0.0279
H -9.5632 26.1611 6.5898 0.5032
H -10.1145 27.7278 8.3481 0.3800
H -11.5267 27.1884 7.4852 0.3015
H -12.8848 27.7290 9.3640 0.3274
C -11.2350 22.2793 9.4671 0.4327
O -12.1608 21.3984 10.1428 -0.5724
O -11.2353 23.5001 9.9702 0.5474
C -9.8572 21.5729 9.4174 0.0727
F -9.6750 20.6619 10.3946 -0.2652
F -9.7259 20.8990 8.2571 -0.0817
F -8.8350 22.4263 9.4905 0.2980
C -12.7957 20.4486 9.3073 1.4692
C -13.7492 19.6299 10.1416 -0.6356
H -14.3774 19.0215 9.4861 -0.0483
H -13.2630 18.9727 10.8626 0.1185
H -14.4677 20.2358 10.7062 -0.1500
H -12.0526 19.7618 8.8810 -0.0264
H -13.3062 20.9282 8.4640 -0.6484
H -11.5495 22.3113 8.3992 -0.3052
C -19.5897 23.7792 11.7945 -1.7938
C -19.1641 23.8474 10.3428 1.2910
C -19.1014 22.4782 9.6860 -0.6471
O -18.1716 21.6787 10.4070 -0.3258
C -17.7456 20.5564 9.6959 -0.5064
N -20.1470 24.6785 9.6245 -0.7485
H -20.5977 23.3525 11.8428 0.4159
H -19.5904 24.7602 12.2667 0.4284
H -19.0060 23.0693 12.3835 0.3183
H -18.1399 24.2501 10.2800 -0.0899
H -18.7525 22.6178 8.6532 0.1452
H -20.0760 21.9767 9.7169 0.4470
H -17.1697 20.7870 8.7899 0.0953
H -18.5938 19.9170 9.4051 0.4512
H -17.1394 19.9444 10.3660 0.1218
H -20.0931 25.6130 10.0264 0.3246
H -19.8326 24.8536 8.6701 0.2532
C -15.5995 24.1051 12.5026 -1.5188
C -14.8263 23.0888 11.6959 0.7468
C -14.9546 23.1916 10.1951 0.9454
O -14.1206 24.2319 9.7148 0.2124
C -14.1744 24.3582 8.3208 -0.3597
N -13.3732 23.1093 12.0434 -0.1497
H -15.4674 23.9781 13.5771 0.4470
H -16.6725 24.0054 12.3200 0.1006
H -15.3423 25.1319 12.2220 0.2447
H -15.2014 22.1034 11.9986 0.1755
H -15.9930 23.3425 9.8846 -0.0316
H -14.6113 22.2548 9.7425 -0.5712
H -15.1962 24.4927 7.9700 0.4214
H -13.6853 23.5507 7.7555 -0.2686
H -13.5434 25.1942 8.0066 0.0695
H -13.2014 22.7610 12.9893 0.4238
H -12.9590 22.2756 11.5914 0.0895
C -18.4390 24.5210 5.8505 -0.9418
C -17.3623 24.6344 4.7542 0.3704
C -16.4769 23.4128 4.7572 -0.8724
O -16.0138 23.1658 6.0655 0.0700
C -15.2375 21.9821 6.0897 -0.2900
N -17.9659 24.7840 3.4239 -0.7260
H -19.1689 23.7802 5.5088 0.3032
H -18.9877 25.4576 5.9824 0.4113
H -18.0460 24.2404 6.8269 -0.1125
H -16.7920 25.5502 4.9178 0.3918
H -15.5919 23.6148 4.1321 0.3225
H -16.9735 22.5259 4.3420 0.3423
H -15.7707 21.1273 5.6652 0.6742
H -14.9094 21.7585 7.1019 -0.4888
H -14.3379 22.1899 5.5002 -0.1607
H -18.3942 25.6984 3.3776 0.2854
H -18.6636 24.0693 3.2593 0.2696
C -6.0770 21.7705 11.5633 -0.8535
C -6.8143 21.7672 12.9168 0.2123
C -6.1653 22.6993 13.9184 -0.1073
O -4.8006 22.4076 14.0597 -0.3851
C -4.0915 23.4231 14.7296 -0.6852
N -8.2021 22.2257 12.7526 -0.6634
H -5.0269 21.4833 11.6358 0.4640
H -6.2417 22.6767 10.9856 0.0552
H -6.5316 20.9639 10.9708 0.2504
H -6.8596 20.7318 13.2581 0.6404
H -6.7177 22.6507 14.8688 0.4464
H -6.3101 23.7289 13.5497 -0.2615
H -4.6032 23.6944 15.6601 0.3114
H -4.0071 24.3289 14.1106 0.2138
H -3.0791 23.0675 14.9043 0.2848
H -8.2467 23.1177 12.2627 0.3467
H -8.6368 21.5902 12.0939 0.0851
C -15.6730 16.0188 6.9893 -1.6074
C -14.3911 16.6833 6.5075 0.6082
C -14.6641 17.7830 5.5003 0.2000
O -15.2599 17.2321 4.3429 -0.4231
C -15.3372 18.1818 3.3054 -0.3813
N -13.6530 17.2308 7.6229 0.8438
H -16.3785 16.8019 7.2968 0.2389
H -15.4813 15.3743 7.8475 0.4533
H -16.1687 15.4642 6.1954 0.3910
H -13.8515 15.8947 5.9494 0.2222
H -13.7264 18.2824 5.2096 -0.1335
H -15.3228 18.5293 5.9748 0.0272
H -14.3374 18.5224 3.0119 0.0365
H -15.9531 19.0430 3.5872 0.2176
H -15.7886 17.6899 2.4444 0.3095
H -12.6927 17.4450 7.3741 -0.6007
H -13.6498 16.6543 8.4525 -0.3078
C -10.2395 16.6449 11.0475 -1.6221
C -10.9583 16.6869 9.7089 2.4572
C -9.9931 16.9447 8.5652 -1.0251
O -10.7542 17.0088 7.3708 -0.4564
C -10.0042 17.5251 6.2863 -0.5585
N -11.7074 15.4169 9.5437 -0.6964
H -9.8167 17.6246 11.2861 0.1774
H -9.3665 15.9873 10.9818 0.4709
H -10.9215 16.3180 11.8264 0.4218
H -11.7050 17.4886 9.7048 -1.3864
H -9.3033 16.0914 8.5161 0.4571
H -9.4774 17.8952 8.7452 0.2579
H -10.6616 17.4502 5.4225 0.2275
H -9.0816 16.9564 6.1264 0.4221
H -9.7247 18.5600 6.5048 -0.0136
H -11.9789 15.3420 8.5635 0.2777
H -11.0302 14.6590 9.6393 0.3604
C -6.8731 25.8740 9.9532 -1.3182
C -7.3843 25.3917 11.3135 1.9847
C -7.1642 26.4268 12.3998 -1.3706
O -5.7849 26.5344 12.6714 -0.3502
C -5.5016 27.1553 13.8863 -0.8513
N -8.8371 25.1594 11.2301 -0.2305
H -5.8233 26.1705 9.8997 0.4222
H -7.4403 26.7278 9.5620 0.2546
H -7.0615 25.0611 9.2451 -0.1138
H -6.8171 24.4955 11.5527 -0.9808
H -7.7080 26.0797 13.2884 0.4580
H -7.5692 27.3849 12.0453 0.6734
H -5.8874 28.1826 13.9338 0.3298
H -4.4165 27.2175 13.9845 0.2720
H -5.8788 26.5940 14.7516 0.3091
H -9.2654 26.0331 10.9440 0.1378
H -9.0371 24.5356 10.4519 -0.3588
C -10.9436 20.9589 4.9440 -0.0961
C -11.2934 21.1981 3.4936 0.3039
C -10.8023 20.0333 2.6296 -0.7639
O -9.4015 19.9370 2.6877 -0.3267
C -8.9048 18.6135 2.7127 -0.4758
N -12.7770 21.2213 3.3762 -0.3791
H -11.4218 20.0486 5.3141 -0.2653
H -11.1667 21.7816 5.6284 0.0627
H -9.8648 20.7987 5.0322 -0.0409
H -10.8300 22.0955 3.0726 0.3603
H -11.0914 20.2890 1.5963 0.3190
H -11.3506 19.1199 2.8862 0.3257
H -7.8193 18.5937 2.6801 0.2893
H -9.3076 18.0387 1.8736 0.3917
H -9.1992 18.1510 3.6639 0.0219
H -12.9856 21.6275 2.4601 0.2918
H -13.0830 21.9953 3.9646 0.0035
C -5.2705 23.0982 7.9406 -0.9914
C -5.0664 21.6537 7.5356 0.9127
C -6.0166 21.2984 6.4226 -0.6683
O -5.9761 19.9153 6.1386 -0.4165
C -6.9911 19.5590 5.2408 -0.4832
N -3.6707 21.4444 7.0851 -0.8181
H -4.6009 23.3662 8.7569 0.4086
H -6.3019 23.2257 8.2765 -0.2160
H -5.1116 23.7455 7.0776 0.3989
H -5.2643 20.9542 8.3615 0.1226
H -5.7510 21.8680 5.5195 0.3096
H -7.0285 21.5978 6.7346 0.1414
H -8.0001 19.5872 5.6593 -0.0005
H -6.7166 18.5500 4.9227 0.4054
H -6.9817 20.1558 4.3189 0.3726
H -3.5984 20.4883 6.7541 0.2831
H -3.0464 21.5545 7.8746 0.2520
C -13.5810 17.5814 13.6945 -0.6539
C -14.5801 16.4632 13.9631 0.4184
C -15.1371 15.9140 12.6730 -0.7032
O -15.8487 16.9474 12.0265 -0.2509
C -16.0600 16.6791 10.6752 -0.3009
N -14.0140 15.3496 14.7366 -0.7074
H -12.8383 17.2606 12.9589 -0.1724
H -13.0690 17.8823 14.6128 0.4610
H -14.0568 18.5002 13.3421 0.1237
H -15.4232 16.8424 14.5482 0.2134
H -15.8067 15.0662 12.8669 0.3255
H -14.3054 15.5463 12.0494 0.2751
H -15.1249 16.6293 10.1027 -0.0305
H -16.6144 17.4840 10.1875 0.0991
H -16.6559 15.7669 10.5406 0.4983
H -13.3542 14.8278 14.1691 0.2561
H -13.5153 15.6899 15.5479 0.2681
```

Results
molecular weight: 1242.9 g/mol
energy: -5881.405317 Eh
HOMO level: -8.847 eV
LUMO: 0.261 eV
net charge: 0

=====

Below is one molecule with the formula C5H12N2 in a non-equilibrium geometry, with properties calculated with wB97M-V/def2-TZVPD.

Structure (XYZ):
```
19
Properties=species:S:1:pos:R:3:mulliken_charge:R:1
C 0.3842 -2.1605 -1.8627 -1.0474
C 0.7177 -0.7522 -1.2303 -0.7812
C 0.6520 -0.6253 0.2917 -0.7152
C -0.3257 0.4355 0.7460 0.5372
N -1.5685 0.5156 0.0383 -0.6257
C 0.0193 1.4079 1.6046 -0.4590
N -0.5959 2.6693 1.7460 -0.5220
H -0.0275 -1.8141 -2.8097 0.2871
H 1.3012 -2.7388 -1.8758 0.3274
H -0.4542 -2.6483 -1.3633 0.3188
H 1.7543 -0.4915 -1.4515 0.3588
H 0.1456 0.0281 -1.7145 0.5328
H 1.5988 -0.3173 0.7594 0.2419
H 0.4264 -1.5253 0.8684 0.3606
H -2.2451 0.6137 0.8040 0.2821
H -1.9195 -0.3672 -0.3387 0.2255
H 1.0297 1.3516 2.0281 0.2558
H -0.5565 3.0384 2.6765 0.2248
H -0.3363 3.3803 1.0835 0.1977
```

Results
molecular weight: 100.2 g/mol
SMILES string: CCC/C(N)=C/N
energy: -307.170715 Eh
HOMO level: -7.811 eV
LUMO: 1.058 eV
net charge: 0

=====

Below is a 2-piece molecular cluster, CH5IOSi overall in a non-equilibrium geometry, with properties calculated with wB97M-V/def2-TZVPD.

Structure (XYZ):
```
9
Properties=species:S:1:pos:R:3:mulliken_charge:R:1
C -0.5348 -1.2676 0.5191 -0.5426
Si -1.3571 0.2725 0.2383 0.4689
O -0.7978 1.6310 -0.5428 -0.4525
H -1.0442 -2.1301 1.0202 0.2534
H 0.3933 -1.3911 -0.0433 0.0457
H -2.1090 1.2566 0.9286 -0.0689
H -0.0210 1.8061 -1.1309 0.3189
I 3.5389 -0.1079 -0.3191 -0.0115
H 1.9316 -0.0695 -0.6701 -0.0113
```

Results
molecular weight: 188.0 g/mol
SMILES string: C=[SiH]O.I
energy: -703.457792 Eh
HOMO level: -8.463 eV
LUMO: 0.127 eV
net charge: 0